This record from the OMol25 dataset describes a single C24H26N4OS molecule. The level of theory is ωB97M-V/def2-TZVPD.

```
! RIJCOSX wB97M-V def2-TZVPD def2/J DEFGRID3
* xyz 0 1
C 0.773 3.966 -1.513
C -0.003 2.790 -1.035
C -0.274 2.392 0.245
N 0.137 3.059 1.391
C 0.384 2.595 2.645
S 0.619 3.748 3.820
C 0.430 1.200 2.971
C 0.849 0.164 2.220
N 1.511 0.242 1.008
C 2.507 1.231 0.682
C 1.509 -1.004 0.400
C 1.945 -1.337 -0.869
C 1.775 -2.650 -1.288
C 1.201 -3.596 -0.458
C 0.787 -3.257 0.827
C 0.933 -1.956 1.247
C 0.624 -1.300 2.570
C 1.659 -1.751 3.613
C -0.790 -1.584 3.070
C -1.090 1.188 0.174
O -1.667 0.551 1.033
N -1.160 0.904 -1.183
C -1.988 -0.075 -1.750
C -2.855 0.234 -2.794
C -3.654 -0.756 -3.335
C -3.607 -2.045 -2.830
C -2.757 -2.343 -1.778
C -1.941 -1.367 -1.238
N -0.608 1.937 -1.933
C 0.004 1.618 -3.201
H 1.632 3.654 -2.108
H 0.149 4.608 -2.135
H 1.135 4.544 -0.668
H 0.181 4.070 1.330
H 0.077 0.978 3.967
H 3.481 0.745 0.569
H 2.573 1.959 1.487
H 2.272 1.752 -0.248
H 2.401 -0.604 -1.518
H 2.098 -2.934 -2.279
H 1.076 -4.609 -0.809
H 0.354 -4.004 1.475
H 2.671 -1.577 3.251
H 1.522 -1.198 4.539
H 1.543 -2.813 3.816
H -0.958 -2.658 3.119
H -1.516 -1.133 2.401
H -0.932 -1.168 4.063
H -2.913 1.247 -3.165
H -4.324 -0.516 -4.147
H -4.237 -2.813 -3.253
H -2.722 -3.345 -1.377
H -1.276 -1.591 -0.421
H 0.039 2.518 -3.812
H -0.599 0.868 -3.709
H 1.019 1.224 -3.079
*
```

Output
SMILES ... Cc1c(NC(=S)/C=C2\N(C)c3ccccc3C2(C)C)c(=O)n(-c2ccccc2)n1C
Energy above the lowest of the compared OMol25 structures with the same formula, charge and spin ... 1.5970 eV
LUMO energy ... 0.36 eV
Gap between HOMO and LUMO ... 7.59 eV
E_tot ... -44152.9728 eV